Entry from the Open Molecules 2025 dataset: a molecular structure, C4H4OSn (ωB97M-V/def2-TZVPD).

Each line ends with the Mulliken charge.
Cartesian coordinates (Å):
O 0.849 -0.687 -0.139  -0.426
C -0.215 0.015 -0.125  0.082
C -1.517 -0.506 -0.082  -0.403
C -2.188 -0.747 1.124  0.156
C -2.059 -1.339 2.231  -0.568
H -0.113 1.039 0.282  0.317
H -1.669 -1.284 -0.841  0.232
H -0.095 -1.747 2.084  -0.111
Sn 1.900 -1.702 1.021  0.391
H -2.673 -1.524 3.103  0.330

Properties
* relative energy (zero: lowest compared OMol25 entry of this formula, charge and spin): 198.45 kJ/mol
* total energy: -12083.82610 eV
* HOMO-LUMO gap (spin up / spin down): 5.6 / 5.6 eV
* HOMO level (spin up / spin down): -6.823 / -6.824 eV
* net charge: 0
* LUMO (spin up / spin down): -1.20 / -1.20 eV

Entry from the Open Molecules 2025 dataset: 2 unconnected molecules or ions with the total composition C4H4S (ωB97M-V/def2-TZVPD).

Each line ends with the Mulliken charge.
Cartesian coordinates (Å):
C -0.950 -0.733 0.688  -0.248
C -0.089 -0.341 1.572  -0.288
C 0.093 0.767 -0.895  -0.693
C 0.282 -0.244 0.032  0.117
S 1.913 0.527 -2.633  -0.309
H -1.959 -0.811 0.339  0.362
H 0.175 0.122 2.453  0.370
H -0.547 1.637 -1.195  0.369
H 1.083 -0.926 -0.360  0.320

Properties
* relative energy (zero: lowest compared OMol25 entry of this formula, charge and spin): 810.18 kJ/mol
* total energy: -15039.28229 eV
* HOMO-LUMO gap (spin up / spin down): 6.6 / 5.5 eV
* HOMO level (spin up / spin down): -8.137 / -7.598 eV
* net charge: 0
* LUMO (spin up / spin down): -1.53 / -2.05 eV

Entry from the Open Molecules 2025 dataset: 2 unconnected molecules or ions with the total composition C4H4S (ωB97M-V/def2-TZVPD).

Each line ends with the Mulliken charge.
Cartesian coordinates (Å):
C 1.617 1.724 0.360  -0.103
C 1.086 0.718 -0.079  -0.108
C -2.144 -1.496 0.832  0.051
C 0.414 -0.475 -0.397  -0.577
S -3.291 -0.542 0.499  -0.053
H 1.976 2.722 0.381  0.379
H 0.697 -1.423 0.167  0.340
H 0.374 -0.805 -1.478  0.277
H -0.729 -0.423 -0.286  -0.207

Properties
* relative energy (zero: lowest compared OMol25 entry of this formula, charge and spin): 427.95 kJ/mol
* total energy: -15043.24388 eV
* HOMO-LUMO gap: 9.3 eV
* HOMO level: -9.641 eV
* net charge: 0
* LUMO: -0.30 eV

Entry from the Open Molecules 2025 dataset: C4H4S2 in the gas phase (ωB97M-V/def2-TZVPD).

Each line ends with the Mulliken charge.
Cartesian coordinates (Å):
S 4.089 0.061 -0.294  -0.149
C 2.672 -0.822 0.038  -0.524
C 1.310 -0.274 0.278  0.312
C 0.051 -0.196 0.356  -0.071
C -1.298 0.621 -0.060  -0.520
S -2.839 -0.478 -0.304  -0.199
H 2.718 -1.849 -0.114  0.327
H -1.750 1.144 0.844  0.245
H -1.243 1.229 -0.849  0.436
H -3.711 0.565 0.107  0.144

Properties
* relative energy (zero: lowest compared OMol25 entry of this formula, charge and spin): 369.75 kJ/mol
* total energy: -25878.88972 eV
* HOMO-LUMO gap: 7.9 eV
* HOMO level: -9.239 eV
* net charge: 0
* SMILES: S=CC#CCS
* LUMO: -1.38 eV

Q: What is the formula in the fourth record?
A: C4H4S2

Q: What is the total energy in the fourth record?
A: -25878.88972 eV

Q: Which value of net charge does entry 4 give?
A: 0